<one>
The following is a DFT calculation (ωB97M-V/def2-TZVPD) of an isolated ion of composition C6H9N2S and charge +1.

```
18
Properties=species:S:1:pos:R:3:nbo_charge:R:1
C 0.59467 2.45586 0.17383 0.40
C -0.99880 2.32399 1.72401 -0.24
C -0.37034 -0.06111 -2.14146 -0.33
C 0.03460 -0.31733 -0.91503 0.09
C 0.35119 -2.06453 0.92100 -0.62
C 0.60769 -1.66644 -0.54017 -0.44
N -0.08281 2.99408 1.03151 -0.35
N -0.24335 0.64362 0.06641 -0.67
S -1.30528 0.72811 1.18589 1.04
H 1.47695 2.70634 -0.31755 0.25
H -1.58203 2.95635 2.34270 0.28
H -0.77844 0.84755 -2.46082 0.21
H -0.28672 -0.68980 -3.13526 0.25
H 0.91198 -1.54328 1.67114 0.21
H 0.61171 -3.09319 0.91405 0.24
H -0.73104 -2.09855 1.24585 0.20
H 1.67810 -1.66913 -0.64827 0.24
H 0.11192 -2.45255 -1.11783 0.24
```

Results
Charge   +1
Spin multiplicity   1
HOMO energy   -13.591 eV
E_LUMO   -5.9 eV


<two>
The following is a DFT calculation (ωB97M-V/def2-TZVPD) of an isolated ion of composition C6H9N2S and charge +1.

```
18
Properties=species:S:1:pos:R:3:nbo_charge:R:1
C -1.40406 -2.19443 -0.60850 -0.72
C -0.35937 -1.23234 -0.45738 0.42
N 0.80695 -1.13003 0.17144 -0.44
S 2.39531 -1.34318 0.25503 0.72
C 2.79494 0.33430 0.01348 -0.55
C 2.02874 1.25884 -0.60777 0.05
N 0.74454 1.11818 -0.91057 -0.63
C 0.03573 0.16989 -0.13024 0.30
C -0.45191 0.87067 1.14778 -0.65
H -1.99103 -2.20722 0.21978 0.28
H -1.13779 -3.24817 -0.81598 0.28
H -1.91491 -2.07294 -1.57827 0.29
H 3.77867 0.69507 0.35017 0.28
H 2.29277 2.32414 -0.82285 0.24
H 0.45689 1.56011 -1.74983 0.43
H -0.71503 0.22351 1.90815 0.23
H -1.45284 1.23739 1.05003 0.25
H 0.21436 1.54978 1.52622 0.24
```

Results
Charge   +1
Spin multiplicity   1
HOMO energy (spin up / spin down)   -12.300 / -12.299 eV
E_LUMO (spin up / spin down)   -5.1 / -5.1 eV


Going by the computed energies, the most stable comes first: <two>, <one>.


<one>
The following is a DFT calculation (ωB97M-V/def2-TZVPD) of a 2-piece molecular cluster, C3H3NO2 overall.

```
9
Properties=species:S:1:pos:R:3:nbo_charge:R:1
C 0.34731 -0.75333 0.97008 -0.67
C -2.00350 -0.08103 -1.11576 -0.06
C 0.29855 0.00155 -0.04945 -0.42
N -2.17394 1.23554 -1.29591 0.17
O -1.29616 2.19625 -1.09895 -0.67
O -3.42669 1.47633 -1.74374 -0.70
H -0.52290 -1.35543 1.02329 0.12
H 1.05202 0.89431 -0.29453 0.14
H -0.57577 0.11262 -0.77015 0.08
```

Results
Charge   -2
Spin multiplicity   1
HOMO energy   1.345 eV
E_LUMO   7.6 eV


<two>
The following is a DFT calculation (ωB97M-V/def2-TZVPD) of an isolated ion of composition C3H3NO2 and charge -2.

```
9
Properties=species:S:1:pos:R:3:nbo_charge:R:1
C -0.79184 -0.86278 1.95413 -0.62
C -0.57086 0.65775 -0.43714 0.03
C 0.03065 -0.32849 0.83476 -0.62
N 0.24989 0.92949 -1.41188 0.21
O 1.29089 0.20638 -1.80299 -0.72
O -0.18696 1.94834 -2.13896 -0.70
H -1.36958 -1.81688 1.53080 0.03
H 0.73547 0.36558 1.19498 0.17
H 0.61234 -1.09941 0.27630 0.22
```

Results
Charge   -2
Spin multiplicity   1
HOMO energy (spin up / spin down)   1.932 / 1.248 eV
E_LUMO (spin up / spin down)   7.5 / 7.6 eV


Going by the computed energies, the most stable comes first: <one>, <two>.


<one>
The following is a DFT calculation (ωB97M-V/def2-TZVPD) of a 2-piece molecular cluster, C4H12O3 overall.

```
19
Properties=species:S:1:pos:R:3:nbo_charge:R:1
O -0.14769 2.14894 1.56819 -0.73
C 0.56573 1.47073 0.56150 -0.05
C 0.66189 -0.02753 0.85851 -0.43
C 1.32396 -0.94485 -0.17207 -0.44
C 0.27650 -1.53035 -1.07954 -0.06
O -0.56687 -0.49753 -1.68465 -0.76
H -1.06837 2.01819 1.39337 0.49
H 1.59990 1.80919 0.49603 0.17
H 0.03574 1.66758 -0.37525 0.16
H -0.30743 -0.43488 1.11621 0.20
H 1.19210 -0.08091 1.81871 0.21
H 2.18668 -0.47294 -0.64309 0.21
H 1.68823 -1.81898 0.38410 0.22
H 0.69444 -2.05218 -1.94763 0.17
H -0.42862 -2.21807 -0.62353 0.18
H -0.05787 -0.14875 -2.42768 0.47
O -2.55115 0.75739 0.37234 -0.96
H -2.05037 0.34611 -0.34605 0.49
H -3.04680 0.00884 0.73051 0.47
```

Results
Spin multiplicity   1
HOMO energy   -9.785 eV
E_LUMO   0.7 eV


<two>
The following is a DFT calculation (ωB97M-V/def2-TZVPD) of a 2-piece molecular cluster, C4H12O3 overall.

```
19
Properties=species:S:1:pos:R:3:nbo_charge:R:1
C -1.89487 0.88489 -0.42171 -0.64
C -0.97174 0.21306 -1.44843 0.11
O -0.04991 1.12826 -2.00527 -0.72
C -0.16517 -0.96348 -0.92128 -0.45
C 0.84346 -0.60790 0.19997 -0.07
O 1.29500 -1.82864 0.83254 -0.74
H -2.31317 1.80595 -0.81794 0.21
H -2.72791 0.24152 -0.16198 0.22
H -1.33111 1.10352 0.47939 0.20
H -1.62605 -0.17135 -2.23680 0.16
H -0.26210 2.01955 -1.72070 0.47
H 0.45159 -1.24446 -1.77788 0.22
H -0.67493 -1.87155 -0.61529 0.22
H 0.39967 0.03294 0.95235 0.16
H 1.70718 -0.18130 -0.28579 0.20
H 0.78492 -1.94706 1.63761 0.46
O 2.40150 0.69700 2.60610 -0.95
H 2.25733 -0.20952 2.32160 0.48
H 1.87628 0.89855 3.38349 0.47
```

Results
Spin multiplicity   1
HOMO energy   -9.974 eV
E_LUMO   0.6 eV


Going by the computed energies, the most stable comes first: <one>, <two>.


<one>
The following is a DFT calculation (ωB97M-V/def2-TZVPD) of a 4-piece molecular cluster, C4H12O3 overall.

```
19
Properties=species:S:1:pos:R:3:nbo_charge:R:1
C 0.09347 2.60673 0.04230 0.31
C 0.23048 1.17461 -0.24323 0.47
C 0.89297 0.81003 -1.53021 -0.76
C -0.79225 0.24086 0.19273 -0.79
O 0.57672 3.49947 -0.59514 -0.38
H -0.52178 2.78030 0.95331 0.14
H 1.15302 0.22962 2.31814 -0.04
H 1.82811 1.38224 -1.67073 0.24
H 0.26943 1.01648 -2.40823 0.30
H 1.21092 -0.24245 -1.49685 0.32
H -0.39490 -0.35301 1.04997 0.40
H -1.06715 -0.48322 -0.58493 0.33
H -1.74284 0.75648 0.39989 0.26
H -2.16387 -3.17860 0.46362 0.44
H 0.86983 -0.40750 2.56471 0.05
O -1.71740 -2.33539 0.45014 -1.13
H 1.08832 -2.96171 0.12088 0.45
H -0.45804 -2.40011 0.07336 0.49
O 0.64495 -2.13482 -0.09972 -1.12
```

Results
Spin multiplicity   1
HOMO energy   -8.134 eV
E_LUMO   -4.1 eV


<two>
The following is a DFT calculation (ωB97M-V/def2-TZVPD) of a 2-piece molecular cluster, C4H12O3 overall.

```
19
Properties=species:S:1:pos:R:3:nbo_charge:R:1
O 0.61664 1.83516 0.01363 -0.72
C 1.78157 1.07512 -0.26848 -0.06
C 1.81450 -0.29021 0.39861 -0.43
C 0.82570 -1.32652 -0.17041 -0.45
C -0.53779 -1.41271 0.52713 -0.07
O -1.63162 -1.06146 -0.31857 -0.72
H -0.14550 1.25434 0.07641 0.46
H 2.62857 1.67973 0.06485 0.18
H 1.92354 0.96149 -1.35163 0.15
H 1.70348 -0.11122 1.46717 0.20
H 2.83358 -0.66251 0.31501 0.21
H 0.65067 -1.08909 -1.22872 0.22
H 1.34298 -2.28069 -0.11463 0.22
H -0.75873 -2.42924 0.84962 0.18
H -0.52181 -0.80948 1.44274 0.16
H -1.60635 -0.11533 -0.50443 0.47
O -3.27610 1.48131 -0.32718 -0.96
H -3.60988 2.38613 -0.33461 0.48
H -4.03347 0.91517 -0.53651 0.48
```

Results
Spin multiplicity   1
HOMO energy   -10.123 eV
E_LUMO   0.7 eV


<three>
The following is a DFT calculation (ωB97M-V/def2-TZVPD) of a 3-piece molecular cluster, C4H12O3 overall.

```
19
Properties=species:S:1:pos:R:3:nbo_charge:R:1
C -2.03670 1.81777 0.48637 -0.64
C -0.94344 0.96544 -0.13327 -0.33
C -0.64786 -0.30752 0.18972 0.35
C -0.64607 -1.43838 -0.79940 -0.66
O -0.56310 -0.65651 1.53048 -0.71
H -2.97229 1.65259 -0.05641 0.22
H -1.80896 2.88856 0.37759 0.22
H -2.25774 1.67826 1.54758 0.19
H -1.02236 1.09309 -1.21391 0.19
H 0.32643 -1.93322 -0.79824 0.22
H -0.77642 -0.99165 -1.78189 0.23
H -1.46582 -2.13578 -0.63118 0.23
H -1.10441 -0.00417 1.99311 0.48
O 2.32290 0.47041 0.91169 -0.96
H 1.99020 1.36584 1.01923 0.48
H 1.60744 -0.11093 1.18302 0.48
O 3.50911 -1.26940 -1.54128 -0.95
H 3.11576 -0.88721 -0.74721 0.49
H 3.37333 -2.19718 -1.53598 0.46
```

Results
Spin multiplicity   1
HOMO energy   -8.858 eV
E_LUMO   0.5 eV


<four>
The following is a DFT calculation (ωB97M-V/def2-TZVPD) of a 3-piece molecular cluster, C4H12O3 overall.

```
19
Properties=species:S:1:pos:R:3:nbo_charge:R:1
C -0.88191 1.32717 -0.05421 -0.60
C -1.11409 -0.15688 0.20265 -0.35
C -2.52599 -0.48920 0.65989 -0.60
C -0.71984 -0.99427 -0.98902 0.46
O -0.05522 -0.63007 -1.93130 -0.56
H -1.26650 1.94200 0.75711 0.22
H 0.18230 1.55574 -0.11608 0.22
H -1.35593 1.59478 -0.99153 0.21
H -0.40856 -0.52837 0.96670 0.25
H -2.64232 -0.15605 1.68288 0.22
H -3.30057 -0.09465 -0.00247 0.21
H -2.71190 -1.56910 0.66476 0.21
H -1.20808 -1.98402 -1.03366 0.11
O 1.92447 0.65613 2.15448 -0.97
H 2.30786 1.50929 2.37459 0.47
H 2.13872 0.49850 1.22241 0.49
O 2.39436 -0.12365 -0.53374 -0.97
H 2.83935 -0.20802 -1.39179 0.49
H 1.45872 -0.24118 -0.76524 0.49
```

Results
Spin multiplicity   1
HOMO energy   -10.247 eV
E_LUMO   0.7 eV


Going by the computed energies, the most stable comes first: <four>, <two>, <three>, <one>.


<one>
The following is a DFT calculation (ωB97M-V/def2-TZVPD) of a 3-piece molecular cluster, C4H12O3 overall.

```
19
Properties=species:S:1:pos:R:3:nbo_charge:R:1
C -0.79054 1.03215 1.10023 -0.67
C -1.28587 -0.30268 0.60507 -0.33
C -0.87633 -0.78047 -0.59937 0.33
C -1.30254 -2.14905 -1.03896 -0.67
O -0.14288 -0.02955 -1.45447 -0.70
H -1.29012 1.49632 1.94168 0.22
H 0.27142 0.87637 1.34565 0.22
H -0.68629 1.72493 0.25201 0.22
H -2.08275 -0.82093 1.12511 0.21
H -0.48727 -2.70678 -1.48790 0.23
H -1.90717 -2.58845 -0.24395 0.22
H -2.08616 -2.08138 -1.81952 0.22
H 0.55181 0.41908 -0.92392 0.50
O 1.98450 3.17706 -0.62898 -0.94
H 2.38978 4.00288 -0.34258 0.47
H 2.71237 2.54519 -0.77817 0.47
O 1.66313 -1.00993 0.68438 -0.95
H 2.43168 -1.31616 1.19903 0.47
H 0.93324 -1.48859 1.06467 0.48
```

Results
Spin multiplicity   1
HOMO energy   -8.115 eV
E_LUMO   0.5 eV


<two>
The following is a DFT calculation (ωB97M-V/def2-TZVPD) of a 3-piece molecular cluster, C4H12O3 overall.

```
19
Properties=species:S:1:pos:R:3:nbo_charge:R:1
C -0.25692 -0.44967 1.97758 -0.60
C 0.17394 0.93213 1.41434 -0.41
C 1.14374 0.48596 0.25198 -0.52
C 1.47075 1.45613 -0.79535 0.44
O 1.59277 2.63691 -0.57974 -0.52
H 0.64499 -1.06472 2.19240 0.19
H -0.87134 -0.89764 1.20357 0.21
H -0.91468 -0.36340 2.83801 0.21
H 0.62805 1.79144 1.89118 0.23
H -0.74862 1.33290 0.94663 0.21
H 0.75413 -0.43018 -0.21404 0.20
H 2.00811 0.24618 0.89126 0.24
H 1.95619 0.96649 -1.69003 0.10
O 1.15339 -3.10415 -3.71667 -0.92
H 0.52287 -3.82718 -3.64006 0.46
H 1.43427 -3.12917 -2.79814 0.46
O -3.26465 1.21087 0.21107 -0.93
H -4.20191 0.98921 0.36578 0.47
H -3.22507 1.21787 -0.74978 0.47
```

Results
Spin multiplicity   1
HOMO energy   -9.638 eV
E_LUMO   0.5 eV


Going by the computed energies, the most stable comes first: <one>, <two>.


<one>
The following is a DFT calculation (ωB97M-V/def2-TZVPD) of a 2-piece molecular cluster, C3H9S2 overall.

```
14
Properties=species:S:1:pos:R:3:nbo_charge:R:1
C 3.22565 -1.62871 -0.34247 -0.73
S 1.54921 -1.37845 -0.99682 -0.07
H 3.86910 -2.08792 -1.09712 0.21
H 3.19123 -2.29071 0.52299 0.21
H 3.65382 -0.67372 -0.05333 0.21
C -1.06990 1.75641 -0.85244 -0.64
C -2.26519 1.31313 -0.01996 -0.53
S -1.67599 0.69330 1.66109 -0.79
H -0.20416 1.21419 -0.47648 0.22
H -1.18403 1.44370 -1.90077 0.17
H -0.82318 2.81193 -0.72132 0.19
H -2.73944 0.44384 -0.45500 0.18
H -2.87254 2.12803 0.36250 0.20
H 1.05857 -1.02536 0.20551 0.17
```

Results
Charge   -1
Spin multiplicity   1
HOMO energy   -2.211 eV
E_LUMO   3.2 eV


<two>
The following is a DFT calculation (ωB97M-V/def2-TZVPD) of a 2-piece molecular cluster, C3H9S2 overall.

```
14
Properties=species:S:1:pos:R:3:nbo_charge:R:1
C 1.25609 -1.25648 -1.43031 -0.62
C 0.57585 -0.43450 -0.33682 -0.52
S 0.28889 1.25566 -0.91998 0.11
C -0.80294 1.92939 0.34794 -0.77
H 1.09870 -2.28202 -1.17890 0.21
H 2.34987 -1.06136 -1.51434 0.19
H 0.76862 -1.12877 -2.43611 0.20
H 1.10193 -0.39436 0.57414 0.22
H -0.43899 -0.86148 -0.16362 0.25
H -1.46887 1.14522 0.70392 0.28
H -0.25713 2.28981 1.23644 0.20
H -1.36523 2.76907 -0.07966 0.20
S -1.54287 -0.93936 1.93000 -1.06
H -1.56393 -1.03082 3.26730 0.09
```

Results
Charge   -1
Spin multiplicity   1
HOMO energy   -2.820 eV
E_LUMO   3.5 eV


Going by the computed energies, the most stable comes first: <two>, <one>.